[1]
{
  "formula": "C15H39IN9O16P",
  "method": "wB97M-V/def2-TZVPD",
  "smiles": "C=CCP(CN)CCCI.C[N+](=O)[O-].C[N+](=O)[O-].C[N+](=O)[O-].C[N+](=O)[O-].C[N+](=O)[O-].C[N+](=O)[O-].C[N+](=O)[O-].C[N+](=O)[O-]",
  "multiplicity": 1,
  "species": ["C", "C", "C", "P", "C", "N", "C", "C", "C", "I", "H", "H", "H", "H", "H", "H", "H", "H", "H", "H", "H", "H", "H", "H", "H", "C", "N", "O", "O", "H", "H", "H", "C", "N", "O", "O", "H", "H", "H", "C", "N", "O", "O", "H", "H", "H", "C", "N", "O", "O", "H", "H", "H", "C", "N", "O", "O", "H", "H", "H", "C", "N", "O", "O", "H", "H", "H", "C", "N", "O", "O", "H", "H", "H", "C", "N", "O", "O", "H", "H", "H"],
  "coordinates": [[-5.89269, -1.11028, -0.04308], [-4.65382, -0.53130, -0.02585], [-4.53488, 0.93429, -0.35924], [-2.79118, 1.45875, -0.68508], [-1.80886, 1.54324, 0.88795], [-0.88604, 0.40369, 1.08953], [-2.94467, 3.23875, -1.26989], [-3.02276, 4.31736, -0.17216], [-4.03370, 4.04383, 0.92529], [-6.07547, 4.41475, 0.34778], [-6.34261, -1.57432, 0.82996], [-6.46176, -1.11611, -0.97101], [-3.74063, -1.09875, 0.15957], [-5.08157, 1.50756, 0.38694], [-5.07214, 1.09950, -1.30344], [-2.40346, 1.67536, 1.79965], [-1.18022, 2.43340, 0.81100], [-1.36960, -0.22903, 1.71892], [-0.15604, 0.78219, 1.68196], [-3.79240, 3.26853, -1.94914], [-2.03288, 3.42429, -1.83941], [-3.31831, 5.26388, -0.63408], [-2.04028, 4.49220, 0.27034], [-4.00422, 3.03153, 1.31058], [-3.81868, 4.69694, 1.76817], [-7.60535, 3.77670, -3.89186], [-6.28043, 3.12049, -4.05900], [-5.78172, 2.60168, -3.08305], [-5.78627, 3.15083, -5.16661], [-7.91119, 3.66787, -2.85804], [-7.48556, 4.82215, -4.15904], [-8.29998, 3.28150, -4.56354], [2.02819, 1.64837, 4.90318], [0.95176, 1.35548, 3.92081], [0.75433, 0.19607, 3.62074], [0.33769, 2.31014, 3.47691], [2.47894, 0.71683, 5.20349], [2.75079, 2.29152, 4.41021], [1.56664, 2.15284, 5.74787], [-4.49640, 1.85113, -8.39790], [-5.65171, 1.66862, -9.31851], [-5.92223, 0.53977, -9.67093], [-6.24736, 2.67087, -9.65399], [-4.06625, 0.87951, -8.18714], [-3.77925, 2.49506, -8.89751], [-4.87149, 2.31630, -7.49132], [4.59213, -0.28299, 1.94868], [4.98981, 0.13927, 3.31401], [6.05936, 0.68489, 3.46172], [4.19947, -0.09488, 4.21456], [5.38455, -0.01187, 1.26092], [4.45858, -1.35646, 1.98131], [3.66868, 0.23397, 1.69975], [1.06524, 4.11700, 0.17471], [2.42313, 3.50828, 0.16766], [2.85427, 3.07854, 1.21970], [3.00739, 3.48279, -0.89198], [0.66913, 4.06910, 1.18384], [1.16492, 5.14765, -0.15273], [0.44495, 3.54627, -0.51114], [5.05910, -4.61381, 3.94186], [4.93365, -3.42782, 3.05873], [5.93817, -2.77616, 2.83353], [3.83036, -3.18897, 2.60704], [6.09146, -4.69308, 4.26269], [4.39569, -4.46344, 4.78857], [4.76117, -5.48406, 3.35629], [4.20555, -9.10246, 1.52630], [4.33255, -7.68904, 1.97177], [4.28240, -7.45923, 3.16501], [4.48132, -6.84877, 1.11073], [4.08051, -9.72743, 2.40205], [3.33929, -9.15974, 0.87441], [5.11418, -9.35505, 0.98837], [6.73578, -4.33379, -0.28528], [8.08702, -4.95531, -0.33674], [8.54020, -5.40764, 0.69449], [8.64349, -4.96866, -1.41393], [6.36780, -4.39496, 0.73066], [6.83747, -3.30019, -0.60123], [6.09711, -4.88841, -0.96585]]
}



[2]
{
  "formula": "H28O14Xe",
  "method": "wB97M-V/def2-TZVPD",
  "multiplicity": 1,
  "species": ["Xe", "O", "H", "H", "O", "H", "H", "O", "H", "H", "O", "H", "H", "O", "H", "H", "O", "H", "H", "O", "H", "H", "O", "H", "H", "O", "H", "H", "O", "H", "H", "O", "H", "H", "O", "H", "H", "O", "H", "H", "O", "H", "H"],
  "coordinates": [[-0.64436, 0.31467, -0.05194], [0.02536, 2.78676, -2.70294], [0.88865, 2.72393, -2.29427], [-0.11884, 1.92460, -3.09297], [-0.96818, -3.54672, -1.36458], [-0.23474, -4.15885, -1.30459], [-1.07241, -3.20916, -0.47496], [3.22522, -1.01456, 0.98964], [2.97609, -1.35497, 0.13041], [2.47758, -1.21446, 1.55296], [2.58471, 2.65441, -1.57049], [3.12614, 2.09551, -2.12790], [2.45424, 2.14275, -0.77210], [-1.44055, 1.26511, 2.96481], [-2.03298, 0.54080, 2.76323], [-1.97057, 2.05167, 2.83584], [-0.46372, 0.34853, -3.96364], [-1.24550, 0.38272, -4.51488], [0.26087, 0.52544, -4.56358], [-1.28711, -3.11416, 1.72436], [-1.34245, -3.95156, 2.18471], [-0.54529, -2.66570, 2.13032], [0.71657, 2.81822, 3.42119], [1.30254, 2.62117, 2.69042], [-0.02562, 2.22601, 3.30009], [-1.05238, 4.67898, 0.41076], [-1.74667, 4.92310, -0.20129], [-0.38138, 4.27213, -0.13738], [0.86578, -1.54766, 2.98219], [0.58243, -0.76095, 3.44804], [1.29723, -2.08001, 3.65053], [-2.95647, -1.01359, 2.35748], [-3.46028, -1.20283, 3.14906], [-2.46375, -1.81674, 2.18888], [-2.52927, -2.06712, -3.49057], [-1.87144, -2.65123, -3.11334], [-2.84668, -1.55220, -2.74872], [0.59096, -2.26039, -3.26814], [0.05374, -2.69862, -2.60815], [0.14429, -1.42898, -3.42770], [2.70727, 1.51745, 0.88474], [2.90417, 0.58247, 0.82777], [3.51678, 1.91401, 1.20671]]
}



[3]
{
  "formula": "C4H9NO2",
  "method": "wB97M-V/def2-TZVPD",
  "smiles": "CCC(=O)NCO",
  "multiplicity": 1,
  "species": ["C", "C", "C", "O", "N", "C", "O", "H", "H", "H", "H", "H", "H", "H", "H", "H"],
  "coordinates": [[1.80470, 1.08917, 0.36833], [0.30403, 1.20625, 0.63359], [-0.43488, 0.81961, -0.64580], [-0.77866, 1.63995, -1.45656], [-0.58440, -0.56728, -0.85321], [-1.48119, -1.40129, -0.10670], [-0.95749, -2.70531, 0.04641], [2.04228, 0.10034, -0.01669], [2.35114, 1.24765, 1.29982], [2.20858, 1.80944, -0.34116], [0.07730, 0.47049, 1.40216], [0.00336, 2.22455, 0.84334], [-0.42138, -0.85322, -1.80746], [-2.41440, -1.54447, -0.65334], [-1.64277, -0.92710, 0.86087], [-0.07621, -2.60876, 0.42640]]
}



no.,HOMO-LUMO gap (eV),E_tot (a.u.),HOMO level (eV)
1,7.312,-2929.73467,-7.780
2,9.695,-1399.52936,-10.206
3,10.524,-363.03978,-9.742